Molecular formula: C34H14BF15O2
Method: DFT, ωB97M-V/def2-TZVPD

The value obtained for the relative energy (zero: lowest compared OMol25 entry of this formula, charge and spin) is 0.0 kJ/mol. Its HOMO energy is -7.56 eV. The frontier orbital gap comes out at 5.908 eV. The total energy is -2977.23597 hartree. The structure (SMILES) is Fc1c(F)c(F)c(B(c2c(F)c(F)c(F)c(F)c2F)c2c(F)c(F)c(F)c(F)c2F)c(F)c1F.COc1ccc(C2=CCc3ccccc3O2)cc1. For the LUMO energy, the calculation gives -1.648 eV. As for the spin multiplicity: 1.

Last column: Löwdin charge in e.
Element x y z (Å)
F -9.11 -4.86 9.16  0.132
C -7.82 -4.56 9.43  -0.095
C -7.50 -3.77 10.53  -0.114
F -8.49 -3.38 11.36  0.119
C -6.16 -3.54 10.84  -0.131
F -5.94 -2.83 11.96  0.121
C -5.08 -4.11 10.14  0.057
B -3.60 -4.01 10.69  -0.070
C -3.05 -2.87 11.65  0.033
C -2.64 -1.53 11.41  -0.111
F -2.69 -0.97 10.17  0.092
C -2.31 -0.66 12.46  -0.111
F -2.03 0.63 12.19  0.115
C -2.45 -1.06 13.78  -0.113
F -2.37 -0.14 14.76  0.129
C -2.83 -2.36 14.05  -0.120
F -3.15 -2.70 15.31  0.120
C -3.10 -3.24 13.00  -0.142
F -3.52 -4.50 13.33  0.105
C -2.57 -5.17 10.48  0.020
C -1.23 -4.98 10.13  -0.122
F -0.78 -3.74 9.79  0.106
C -0.33 -6.04 10.06  -0.113
F 0.96 -5.85 9.70  0.119
C -0.76 -7.33 10.38  -0.107
F 0.13 -8.34 10.32  0.132
C -2.07 -7.55 10.78  -0.116
F -2.45 -8.79 11.16  0.125
C -2.95 -6.48 10.81  -0.141
F -4.22 -6.76 11.20  0.111
C -5.47 -4.91 9.05  -0.141
F -4.50 -5.55 8.36  0.116
C -6.80 -5.10 8.64  -0.103
F -7.15 -5.86 7.58  0.112
C 6.33 1.98 7.50  -0.061
O 5.62 0.74 7.34  -0.104
C 4.26 0.67 7.32  -0.261
C 3.72 -0.63 7.10  0.004
C 2.36 -0.79 6.99  -0.019
C 1.47 0.30 7.17  -0.149
C 0.03 0.09 7.09  -0.214
C -0.60 -1.08 6.81  -0.015
C -2.02 -1.20 7.12  -0.145
C -2.77 0.09 7.05  -0.151
C -4.18 0.16 6.99  -0.031
C -4.85 1.38 7.16  -0.090
C -4.11 2.56 7.43  -0.084
C -2.72 2.53 7.31  0.003
C -2.07 1.28 7.21  -0.173
O -0.68 1.24 7.28  0.038
C 2.02 1.58 7.27  -0.016
C 3.38 1.79 7.42  -0.009
H 7.37 1.66 7.46  0.092
H 6.09 2.65 6.67  0.093
H 6.09 2.44 8.46  0.091
H 4.40 -1.47 7.10  0.117
H 1.92 -1.76 6.83  0.100
H -0.02 -1.98 6.79  0.099
H -2.47 -2.01 6.54  0.123
H -2.04 -1.46 8.16  0.093
H -4.75 -0.76 6.78  0.111
H -5.95 1.44 7.10  0.101
H -4.62 3.49 7.69  0.100
H -2.12 3.44 7.33  0.118
H 1.36 2.44 7.30  0.114
H 3.80 2.76 7.69  0.106